No. 1
One molecule with the formula C8H16, computed with ωB97M-V/def2-TZVPD.

- ΔE to the lowest compared entry with this formula, charge and spin (kcal per mole) = 10.3
- orbital gap (eV) = 9.879
- net charge = 0
- M (g mol⁻¹) = 112.216
- energy (hartree) = -314.3782

Geometry (Å):
C (0.14, 1.94, 2.53)
C (-0.01, 0.97, 1.40)
C (0.66, -0.16, 1.17)
C (1.40, -0.91, 2.27)
C (0.30, -1.02, -0.02)
C (0.39, -0.32, -1.39)
C (-0.99, 0.14, -1.95)
C (-1.36, -0.58, -3.25)
H (-0.80, 2.43, 2.75)
H (0.49, 1.50, 3.46)
H (0.86, 2.72, 2.27)
H (-0.73, 1.31, 0.66)
H (0.74, -1.68, 2.64)
H (1.68, -0.23, 3.07)
H (2.31, -1.35, 1.86)
H (-0.72, -1.42, 0.10)
H (0.91, -1.93, 0.01)
H (0.93, -0.88, -2.16)
H (0.96, 0.59, -1.24)
H (-0.95, 1.21, -2.17)
H (-1.78, -0.02, -1.22)
H (-1.86, -1.52, -3.01)
H (-0.51, -0.76, -3.90)
H (-2.06, -0.03, -3.89)

=====

No. 2
C8H16BBaF4O6 as an isolated structure, computed with ωB97M-V/def2-TZVPD.

- spin multiplicity = 2
- <S²> = 0.76
- orbital gap (spin up / spin down) (eV) = 8.175 / 4.519
- net charge = 0
- M (g mol⁻¹) = 432.342
- energy (hartree) = -1215.9049

Geometry (Å):
Ba (-0.44, 9.02, -4.54)
B (2.82, 8.64, -4.02)
F (2.87, 7.42, -3.42)
F (1.96, 8.53, -5.05)
F (2.23, 9.58, -3.21)
F (3.99, 9.12, -4.43)
C (1.30, 9.27, -8.98)
C (0.75, 10.40, -8.14)
O (-0.02, 10.06, -7.21)
O (1.01, 11.62, -8.32)
H (0.53, 9.01, -9.71)
H (1.45, 8.39, -8.34)
H (2.18, 9.50, -9.59)
C (-1.34, 13.36, -2.71)
C (-0.98, 12.04, -3.45)
O (-1.15, 11.99, -4.66)
O (-0.62, 11.04, -2.83)
H (-2.21, 13.86, -3.14)
H (-0.48, 14.04, -2.70)
H (-1.48, 13.13, -1.66)
C (0.01, 5.43, -6.10)
O (-0.81, 6.30, -5.35)
C (-1.76, 5.72, -4.46)
C (-1.22, 5.76, -3.01)
O (-1.22, 7.11, -2.72)
C (-1.11, 7.39, -1.33)
H (-0.46, 5.11, -7.03)
H (0.30, 4.64, -5.40)
H (0.92, 5.92, -6.45)
H (-2.23, 4.77, -4.75)
H (-2.58, 6.43, -4.40)
H (-0.17, 5.45, -3.02)
H (-1.82, 5.13, -2.35)
H (-0.17, 7.09, -0.88)
H (-1.77, 6.76, -0.74)
H (-1.18, 8.48, -1.33)

=====

No. 3
A 2-piece molecular cluster, C8H16BNO7P overall, computed with ωB97M-V/def2-TZVPD.

- orbital gap (eV) = 6.135
- net charge = -1
- M (g mol⁻¹) = 280.002
- energy (hartree) = -1262.1259

Geometry (Å):
C (-4.33, 3.75, 0.02)
O (-3.29, 2.96, 0.62)
B (-2.40, 2.37, -0.23)
O (-2.83, 1.67, -1.34)
C (-0.86, 2.49, 0.13)
O (-0.18, 1.25, 0.01)
C (0.18, 0.93, -1.25)
O (0.39, 1.77, -2.08)
C (0.28, -0.54, -1.53)
C (0.11, -1.47, -0.33)
C (0.57, -2.83, -0.55)
O (-0.91, -2.40, -0.47)
P (-0.62, 3.03, 1.87)
N (0.87, 3.18, 2.32)
H (-4.56, 4.57, 0.70)
H (-5.22, 3.15, -0.11)
H (-4.01, 4.18, -0.92)
H (-2.61, 2.14, -2.15)
H (-0.41, 3.29, -0.46)
H (1.26, -0.75, -1.96)
H (-0.49, -0.82, -2.24)
H (0.30, -1.05, 0.65)
H (0.56, -3.55, 0.24)
H (0.71, -3.19, -1.55)
H (-1.37, 2.10, 2.61)
H (-1.27, 4.27, 1.88)
H (1.08, 2.55, 3.09)
C (4.58, -5.16, 0.67)
C (3.57, -4.14, 0.10)
O (3.14, -4.35, -1.06)
O (3.28, -3.19, 0.86)
H (4.78, -5.96, -0.04)
H (5.51, -4.66, 0.92)
H (4.17, -5.60, 1.59)

=====

No. 4
One molecule with the formula C8H16Cl3OPSi, computed with ωB97M-V/def2-TZVPD.

- orbital gap (eV) = 9.291
- net charge = 0
- M (g mol⁻¹) = 293.634
- energy (hartree) = -2401.1247

Geometry (Å):
C (3.26, -1.82, 0.26)
C (2.48, -0.51, 0.48)
C (1.65, -0.22, -0.76)
C (0.66, 0.97, -0.65)
C (1.40, 2.19, -0.05)
Si (-0.81, 0.53, 0.46)
C (-1.87, -0.84, -0.27)
Cl (-1.14, -2.43, -0.13)
C (-3.08, -0.78, -0.86)
C (-3.83, -1.94, -1.40)
Cl (-3.79, 0.78, -1.10)
P (-1.87, 2.44, 1.07)
O (-0.77, 3.14, 2.07)
Cl (-3.35, 1.73, 2.35)
H (3.99, -1.98, 1.06)
H (2.56, -2.64, 0.26)
H (3.77, -1.76, -0.69)
H (1.84, -0.63, 1.35)
H (3.22, 0.27, 0.65)
H (2.35, 0.08, -1.54)
H (1.14, -1.12, -1.09)
H (0.31, 1.24, -1.64)
H (2.43, 2.16, -0.39)
H (0.94, 3.11, -0.41)
H (1.41, 2.16, 1.03)
H (-0.24, -0.03, 1.72)
H (-4.76, -1.63, -1.87)
H (-4.03, -2.68, -0.63)
H (-3.24, -2.43, -2.18)
H (-0.65, 2.65, 2.89)

=====

No. 5
A 5-piece molecular cluster, C8H16Cl8O3 overall, computed with ωB97M-V/def2-TZVPD.

- orbital gap (eV) = 10.892
- net charge = 0
- M (g mol⁻¹) = 443.837
- energy (hartree) = -4221.6172

Geometry (Å):
C (-14.24, -20.95, -22.35)
C (-12.72, -20.89, -22.34)
O (-12.10, -20.19, -21.19)
C (-12.03, -20.86, -20.02)
O (-12.16, -22.08, -19.83)
O (-11.74, -20.00, -19.11)
C (-11.72, -20.40, -17.69)
H (-14.54, -21.32, -23.33)
H (-14.67, -19.99, -22.06)
H (-14.46, -21.80, -21.70)
H (-12.61, -20.22, -23.19)
H (-12.23, -21.82, -22.67)
H (-11.73, -19.53, -17.04)
H (-10.74, -20.82, -17.46)
H (-12.46, -21.19, -17.56)
Cl (-11.42, -13.70, -18.19)
C (-9.77, -14.13, -17.81)
Cl (-8.62, -12.87, -18.40)
H (-9.74, -14.11, -16.72)
H (-9.40, -15.05, -18.26)
Cl (-3.43, -23.37, -21.91)
C (-4.61, -24.23, -20.77)
Cl (-6.28, -23.75, -21.21)
H (-4.44, -25.30, -20.91)
H (-4.51, -24.08, -19.69)
Cl (-8.29, -12.11, -26.44)
C (-7.56, -11.99, -24.78)
Cl (-5.88, -12.45, -25.13)
H (-7.60, -10.95, -24.47)
H (-7.99, -12.70, -24.07)
Cl (-7.78, -17.73, -23.63)
C (-6.23, -18.08, -22.94)
Cl (-6.19, -18.00, -21.18)
H (-5.86, -19.03, -23.34)
H (-5.50, -17.36, -23.33)

=====

No. 6
C8H16LuNO7S2 as an isolated structure, computed with ωB97M-V/def2-TZVPD.

- orbital gap (eV) = 1.665
- net charge = +2
- M (g mol⁻¹) = 477.317
- energy (hartree) = -2926.8318

Geometry (Å):
C (3.20, -1.54, 0.17)
C (2.42, -2.78, 0.04)
O (2.93, -3.78, -0.51)
O (1.23, -2.86, 0.53)
C (0.06, -2.62, -0.35)
C (-1.04, -2.07, 0.53)
C (-2.19, -1.49, -0.30)
S (-3.08, -0.18, 0.52)
O (-3.30, 0.89, -0.39)
O (-4.18, -0.77, 1.19)
N (-2.02, 0.36, 1.76)
S (-1.12, 1.68, 1.64)
O (-0.10, 1.48, 2.63)
O (-2.05, 2.74, 1.87)
C (-0.33, 1.77, 0.07)
C (0.47, 3.08, -0.12)
C (0.52, 3.43, -1.61)
O (-0.11, 4.10, 0.66)
H (2.86, -0.96, 1.02)
H (3.09, -0.95, -0.74)
H (4.25, -1.78, 0.31)
H (-0.22, -3.58, -0.78)
H (0.33, -1.95, -1.16)
H (-1.40, -2.86, 1.17)
H (-0.59, -1.30, 1.16)
H (-2.95, -2.23, -0.53)
H (-1.84, -1.07, -1.24)
H (0.37, 0.94, 0.04)
H (-1.06, 1.64, -0.73)
H (1.49, 2.93, 0.21)
H (0.49, 2.52, -2.21)
H (1.43, 3.96, -1.86)
H (-0.37, 3.99, -1.89)
H (-0.31, 4.88, 0.13)
Lu (3.14, -5.63, -1.21)

=====

No. 7
A 2-piece molecular cluster, C8H16N2 overall, computed with ωB97M-V/def2-TZVPD.

- ΔE to the lowest compared entry with this formula, charge and spin (kcal per mole) = 111.7
- orbital gap (spin up / spin down) (eV) = 8.309 / 8.310
- net charge = 0
- M (g mol⁻¹) = 140.230
- energy (hartree) = -423.7616

Geometry (Å):
C (1.88, 0.40, -0.06)
C (-2.36, -0.31, -0.59)
C (0.99, 1.62, 0.15)
C (-0.37, 0.97, 0.40)
C (2.43, -0.17, 1.26)
C (-2.97, -0.36, 0.77)
C (-2.05, -1.48, -1.31)
N (2.92, 0.62, -1.08)
C (0.82, -0.52, -0.59)
N (0.60, -1.52, -1.19)
H (-2.47, 0.61, -1.14)
H (3.40, -0.25, -1.28)
H (3.61, 1.27, -0.72)
H (0.97, 2.20, -0.78)
H (1.32, 2.29, 0.96)
H (-1.20, 1.64, 0.23)
H (-0.45, 0.51, 1.38)
H (2.93, -1.12, 1.09)
H (1.64, -0.32, 2.00)
H (3.15, 0.54, 1.68)
H (-0.80, -1.61, -1.27)
H (-4.05, -0.48, 0.67)
H (-2.80, 0.55, 1.35)
H (-2.60, -1.22, 1.34)
H (-2.17, -1.43, -2.39)
H (-2.38, -2.42, -0.87)

=====

No. 8
A 2-piece molecular cluster, C8H16N2 overall, computed with ωB97M-V/def2-TZVPD.

- spin multiplicity = 2
- <S²> = 0.76
- ΔE to the lowest compared entry with this formula, charge and spin (kcal per mole) = 22.6
- orbital gap (spin up / spin down) (eV) = 9.774 / 6.119
- net charge = +1
- M (g mol⁻¹) = 140.230
- energy (hartree) = -423.5926

Geometry (Å):
C (1.42, -1.27, -0.37)
C (1.51, -1.81, -1.83)
C (1.52, 0.20, -0.36)
C (1.02, 1.00, -1.45)
C (2.32, 2.12, -0.07)
N (2.32, 0.87, 0.45)
N (1.51, 2.28, -1.17)
H (0.51, -1.63, 0.10)
H (2.25, -1.58, 0.32)
H (1.28, -2.82, -1.99)
H (0.38, 0.90, -2.29)
H (2.78, 2.94, 0.58)
H (1.37, 3.13, -1.70)
H (2.27, -1.33, -2.44)
H (0.56, -1.49, -2.33)
C (-2.33, 0.32, 1.12)
C (-1.73, 0.29, 2.52)
C (-2.27, -0.95, 0.35)
H (-3.35, 0.74, 1.16)
H (-1.94, 1.15, 0.48)
H (-0.66, 0.12, 2.45)
H (-1.57, -0.91, -0.49)
H (-1.86, -1.75, 1.00)
H (-2.26, -0.48, 3.07)
H (-1.83, 1.29, 2.90)
H (-3.24, -1.34, -0.02)